Arrangement A

Here is a gas-phase ion, C5H13N (charge +1) from the Open Molecules 2025 dataset. Energies are from ωB97M-V/def2-TZVPD.

Values from the calculation:
HOMO-LUMO gap (alpha / beta) (hartree): 0.4848 / 0.3431
Total charge: +1
Spin multiplicity: 2
Expectation value of S²: 0.754
HOMO level (alpha / beta) (eV): -16.19 / -16.86

```
19
C5H13N (ωB97M-V/def2-TZVPD)
C 2.617 0.881 -0.114
C 1.437 -0.011 -0.450
N 0.186 0.498 0.057
C -1.073 -1.645 -0.066
C -1.132 -0.133 -0.179
C -2.140 0.525 0.769
H 2.795 1.653 -0.855
H 2.495 1.331 0.870
H 3.508 0.256 -0.072
H 1.556 -1.015 -0.036
H 1.276 -0.120 -1.528
H 0.125 1.515 -0.037
H -2.051 -2.022 -0.341
H -0.795 -1.936 0.944
H -0.342 -2.084 -0.750
H -1.318 0.221 -1.209
H -3.119 0.099 0.579
H -2.198 1.606 0.618
H -1.828 0.380 1.800
```



Arrangement B

Here is 2 unconnected molecules or ions with the total composition C5H13N from the Open Molecules 2025 dataset. Energies are from ωB97M-V/def2-TZVPD.

Values from the calculation:
HOMO-LUMO gap (alpha / beta) (hartree): 0.2832 / 0.2993
Total charge: +1
Spin multiplicity: 2
Expectation value of S²: 0.754
HOMO level (alpha / beta) (eV): -13.95 / -14.37

```
19
C5H13N (ωB97M-V/def2-TZVPD)
C -2.083 0.291 1.196
C -1.806 -0.926 0.296
C -0.539 -0.987 -0.377
C 0.711 -0.443 0.281
N 1.120 0.916 0.189
C 0.722 1.552 -1.029
H -2.292 1.108 0.509
H -2.904 0.075 1.869
H -1.184 0.534 1.761
H -2.680 -1.279 -0.234
H -1.083 -1.707 0.803
H 1.603 -1.041 0.033
H -0.360 -1.641 -1.228
H 4.250 -0.876 -0.474
H 0.593 -0.640 1.361
H 4.011 -0.226 -0.734
H 1.339 1.161 -1.853
H 0.921 2.624 -1.048
H -0.339 1.506 -1.320
```



The winner here is arrangement A, beating the second structure by 0.1565 hartree.